Entry 1:
{"formula": "C4H14NO2", "method": "the ωB97M-V functional and the def2-TZVPD basis", "multiplicity": 2, "lumo_ev": [0.287, 0.259], "e_tot_ev": -9956.17730, "gap_ev": [4.059, 7.128], "s_squared": 0.75, "species": ["C", "C", "C", "C", "N", "H", "H", "H", "H", "H", "H", "H", "H", "H", "H", "H", "H", "O", "H", "H", "O"], "xyz": [[-0.754, -1.568, 0.182], [0.114, -2.079, -0.960], [0.765, -0.866, -1.610], [2.179, -0.708, -1.647], [0.142, -0.614, 0.930], [-1.139, -2.319, 0.887], [-1.587, -1.035, -0.267], [-0.523, -2.643, -1.642], [0.896, -2.781, -0.686], [0.142, -0.391, -2.364], [2.711, -0.373, -2.516], [2.791, -0.916, -0.769], [-0.401, 0.112, 1.414], [0.685, -0.305, 0.023], [0.707, -1.187, 1.547], [-0.716, 3.939, -0.237], [0.503, 3.446, 0.567], [-0.394, 3.215, 0.306], [-2.391, 1.641, 2.275], [-1.333, 1.915, 1.192], [-1.527, 1.335, 1.959]], "forces_ev_per_angstrom": [[0.1, -0.5, 0.6], [0.1, 0.2, -0.7], [0.0, 0.0, 0.4], [-0.1, -0.2, 0.2], [-1.0, -0.8, -0.1], [0.1, 0.1, -0.2], [0.0, 0.3, 0.3], [-0.2, 0.0, -0.2], [0.1, -0.1, 0.6], [0.2, -0.1, -0.2], [0.1, 0.4, -0.2], [0.0, -0.2, -0.1], [0.3, -0.3, 0.1], [0.1, 0.6, -0.6], [0.2, 0.3, 0.3], [0.1, 0.0, -0.1], [0.0, 0.0, 0.0], [-0.1, 0.1, -0.1], [0.4, -0.3, 0.0], [0.1, 0.1, 0.4], [-0.6, 0.5, -0.3]]}



Entry 2:
{"formula": "C22H35Ge2NO5Ti", "method": "the ωB97M-V functional and the def2-TZVPD basis", "multiplicity": 3, "lumo_ev": [0.228, -0.975], "e_tot_ev": -171253.36038, "gap_ev": [7.000, 6.183], "s_squared": 2.01, "species": ["Ti", "O", "C", "C", "N", "C", "C", "O", "O", "C", "C", "O", "O", "H", "H", "H", "H", "H", "H", "H", "H", "H", "C", "C", "Ge", "C", "C", "C", "C", "Ge", "C", "C", "C", "C", "C", "C", "C", "C", "C", "C", "H", "H", "H", "H", "H", "H", "H", "H", "H", "H", "H", "H", "H", "H", "H", "H", "H", "H", "H", "H", "H", "H", "H", "H", "H", "H"], "xyz": [[0.906, 1.790, 0.144], [1.400, 1.841, -2.133], [2.814, 1.689, -2.351], [3.671, 2.407, -1.296], [3.059, 2.386, 0.042], [2.899, 3.750, 0.609], [1.772, 4.455, -0.169], [1.917, 5.570, -0.598], [0.721, 3.669, -0.347], [3.491, 1.337, 1.015], [2.138, 0.803, 1.435], [2.174, -0.501, 2.192], [1.324, 1.634, 2.075], [1.147, 2.776, -2.215], [3.077, 2.052, -3.343], [2.994, 0.621, -2.328], [3.811, 3.449, -1.585], [4.659, 1.941, -1.278], [3.812, 4.341, 0.558], [2.584, 3.654, 1.644], [4.104, 1.758, 1.823], [4.057, 0.564, 0.499], [-3.856, 1.917, -1.656], [-2.371, 2.228, -1.433], [-1.609, 1.532, 0.257], [-2.479, 2.411, 1.795], [-3.933, 2.005, 2.064], [-2.169, -0.355, 0.316], [-1.335, -1.379, 0.116], [0.578, -0.808, -0.140], [1.479, -1.557, -1.738], [1.608, -3.069, -1.946], [1.711, -1.687, 1.320], [1.227, -2.734, 2.293], [-1.831, -2.798, 0.089], [-0.967, -3.878, 0.242], [-1.415, -5.194, 0.251], [-2.765, -5.465, 0.100], [-3.649, -4.405, -0.066], [-3.190, -3.098, -0.073], [-4.196, 2.281, -2.630], [-4.486, 2.387, -0.899], [-4.051, 0.842, -1.623], [-2.186, 3.305, -1.449], [-1.772, 1.798, -2.240], [-2.395, 3.490, 1.638], [-1.858, 2.182, 2.664], [-4.600, 2.311, 1.257], [-4.306, 2.463, 2.984], [-4.035, 0.922, 2.178], [-3.224, -0.574, 0.505], [2.484, -1.127, -1.685], [0.998, -1.096, -2.605], [2.049, -3.572, -1.079], [2.259, -3.278, -2.799], [0.647, -3.538, -2.146], [1.487, -0.336, 2.867], [2.651, -1.992, 0.861], [0.212, -2.528, 2.644], [1.897, -2.814, 3.155], [1.212, -3.709, 1.808], [0.085, -3.679, 0.356], [-0.707, -6.006, 0.372], [-3.126, -6.487, 0.105], [-4.707, -4.600, -0.198], [-3.900, -2.296, -0.224]], "forces_ev_per_angstrom": [[0.3, -0.1, -0.9], [0.2, 0.0, -0.1], [-0.2, 0.1, 0.2], [-0.2, -0.1, 0.1], [0.3, 0.3, 0.3], [0.0, -0.2, -0.2], [-0.1, -0.6, -0.1], [-0.2, 0.3, 0.0], [0.6, 1.4, -0.1], [-0.2, 0.1, 0.1], [0.3, 0.2, 0.0], [0.0, -0.4, -0.2], [0.2, -0.1, 0.7], [0.0, -0.1, -0.1], [0.0, 0.0, -0.1], [0.0, -0.1, 0.0], [0.0, 0.1, 0.0], [0.1, 0.0, 0.0], [0.1, 0.0, 0.0], [0.0, 0.0, 0.1], [0.1, 0.1, 0.0], [0.1, 0.0, -0.1], [0.1, 0.0, 0.0], [0.0, 0.1, -0.1], [-1.1, -0.9, 0.0], [0.0, 0.1, 0.1], [0.1, 0.0, 0.0], [-0.3, 0.1, 0.1], [0.2, -0.5, -0.1], [-0.7, -0.6, 0.3], [0.0, 0.0, -0.2], [0.0, 0.1, 0.1], [0.1, 0.2, 0.2], [0.1, 0.0, 0.2], [-0.1, 0.2, 0.0], [0.0, 0.0, -0.1], [0.0, 0.1, 0.0], [0.0, 0.0, 0.0], [0.0, 0.0, 0.0], [0.0, 0.0, -0.1], [0.0, 0.0, 0.0], [0.0, 0.0, 0.0], [0.0, 0.1, 0.0], [0.0, 0.0, 0.0], [0.0, 0.0, 0.0], [0.0, 0.0, 0.0], [0.0, 0.0, 0.0], [0.0, 0.0, 0.0], [0.0, 0.0, 0.0], [0.0, 0.1, 0.0], [0.1, 0.0, 0.0], [0.0, -0.1, 0.0], [0.1, 0.0, 0.0], [0.0, 0.0, 0.0], [0.0, 0.0, 0.0], [-0.1, 0.0, 0.1], [0.0, 0.0, 0.0], [0.1, 0.0, 0.0], [0.0, 0.0, 0.0], [0.0, 0.0, 0.0], [0.1, 0.1, 0.1], [0.0, -0.1, -0.2], [0.0, 0.0, 0.0], [0.0, 0.0, 0.0], [0.0, 0.0, 0.0], [0.0, 0.0, 0.0]]}



Entry 3:
{"formula": "C30H37N4O3", "method": "the ωB97M-V functional and the def2-TZVPD basis", "smiles": "CCC1=C(C)[C@@H]([C@@H](/C=C/N2[C@H](Cc3ccccc3)C(=O)N(C)C2(C)C)c2cccc([N+](=O)[O-])c2)[NH+]=C1C", "lumo_ev": -4.542, "total_charge": 1, "e_tot_ev": -43802.40108, "gap_ev": 5.920, "species": ["C", "C", "C", "C", "C", "N", "C", "C", "C", "H", "H", "H", "H", "H", "H", "H", "H", "H", "H", "H", "H", "H", "C", "N", "C", "O", "C", "C", "C", "C", "C", "C", "C", "C", "N", "C", "C", "C", "C", "C", "C", "N", "O", "O", "C", "C", "C", "C", "C", "C", "H", "H", "H", "H", "H", "H", "H", "H", "H", "H", "H", "H", "H", "H", "H", "H", "H", "H", "H", "H", "H", "H", "H", "H"], "xyz": [[-4.033, -5.568, -1.716], [-3.663, -5.091, -0.297], [-2.671, -3.948, -0.131], [-1.291, -4.155, -0.421], [-0.479, -5.321, -0.862], [-0.670, -2.953, -0.393], [-1.514, -1.866, 0.037], [-2.858, -2.550, 0.086], [-4.146, -1.851, 0.200], [-4.673, -6.439, -1.616], [-4.543, -4.756, -2.227], [-3.124, -5.829, -2.251], [-4.541, -4.768, 0.270], [-3.226, -5.932, 0.264], [-1.029, -6.255, -0.608], [-0.240, -5.306, -1.950], [0.476, -5.361, -0.311], [0.318, -2.860, -0.451], [-1.507, -1.000, -0.630], [-4.008, -0.750, 0.219], [-4.903, -2.025, -0.642], [-4.640, -2.106, 1.157], [2.540, 5.281, 0.828], [2.035, 4.064, 0.197], [1.993, 4.039, -1.162], [2.488, 4.840, -1.949], [1.348, 2.697, -1.557], [2.380, 1.822, -2.271], [2.746, 2.353, -3.657], [4.107, 2.572, -3.933], [4.475, 3.145, -5.158], [3.503, 3.536, -6.074], [2.152, 3.265, -5.813], [1.774, 2.678, -4.597], [0.902, 2.129, -0.285], [0.346, 0.903, -0.156], [-0.322, 0.469, 0.973], [-0.682, -1.039, 1.137], [-1.095, -1.409, 2.593], [-0.989, -0.488, 3.676], [-1.226, -0.922, 5.003], [-0.676, -0.015, 5.996], [-0.613, -0.313, 7.186], [-0.173, 1.040, 5.576], [-1.693, -2.225, 5.244], [-1.692, -3.155, 4.214], [-1.275, -2.749, 2.909], [1.265, 2.952, 0.868], [2.242, 2.153, 1.764], [0.012, 3.576, 1.535], [2.901, 5.981, 0.035], [1.739, 5.797, 1.380], [3.400, 5.070, 1.478], [0.493, 2.903, -2.245], [3.279, 1.837, -1.633], [2.015, 0.778, -2.342], [4.839, 2.315, -3.172], [5.534, 3.259, -5.371], [3.786, 4.049, -6.982], [1.400, 3.477, -6.549], [0.725, 2.490, -4.365], [0.214, 0.332, -1.089], [-0.356, 1.188, 1.833], [0.430, -1.469, 0.913], [-0.670, 0.510, 3.530], [-1.948, -2.489, 6.288], [-2.070, -4.156, 4.369], [-1.163, -3.508, 2.123], [3.091, 1.836, 1.142], [2.639, 2.767, 2.585], [1.715, 1.285, 2.162], [-0.517, 4.170, 0.781], [-0.646, 2.820, 1.954], [0.266, 4.252, 2.364]], "forces_ev_per_angstrom": [[0.4, 0.8, 0.9], [0.2, 0.5, 1.1], [-0.4, 1.3, -0.9], [1.4, 2.9, -0.8], [-0.4, -1.2, 0.5], [-1.2, -1.6, 0.0], [0.4, 0.7, -0.1], [0.8, -2.3, -0.2], [-1.4, 1.2, -0.2], [-0.1, 0.0, -0.2], [-0.1, -0.2, -0.3], [0.0, -0.1, -0.3], [-0.2, -0.4, -0.2], [-0.3, 0.1, -0.1], [0.4, 0.5, -0.4], [-0.4, 0.1, 0.7], [-0.3, 0.1, -0.2], [0.7, 0.0, -0.1], [-0.5, -0.6, -1.1], [0.1, -0.6, 0.1], [1.2, -0.2, 1.1], [0.1, 0.0, -0.4], [0.1, 0.4, 0.1], [-0.3, 0.1, -0.4], [0.5, -0.5, -0.7], [-0.8, -0.8, 1.1], [-0.6, 0.3, -0.7], [0.3, -0.1, -0.3], [0.6, 0.1, 0.6], [-0.8, 0.2, -0.6], [0.0, -0.3, 0.6], [-0.5, -0.3, 0.3], [0.5, -0.3, 0.7], [0.4, 0.1, -0.4], [0.3, 0.2, -0.5], [-2.1, 0.1, 0.9], [0.0, 0.0, -0.8], [2.8, -0.3, 1.5], [1.4, 0.5, 0.4], [-0.8, -1.9, 0.1], [0.4, -0.5, -2.6], [1.2, 1.9, 1.8], [-0.7, -0.5, -1.4], [-0.8, -1.2, 0.2], [0.4, 0.4, 1.3], [0.1, 1.1, -1.2], [-1.0, -0.6, 0.8], [0.9, 1.3, 0.0], [-0.3, 0.6, 0.0], [0.5, 0.2, 0.2], [-0.4, -0.8, 0.5], [0.3, -0.2, 0.0], [-0.3, 0.0, 0.0], [0.5, -0.1, 0.6], [-0.2, -0.3, -0.3], [0.1, 0.5, 0.1], [0.0, 0.1, -0.3], [-0.2, 0.2, -0.1], [0.0, -0.1, -0.1], [-0.2, 0.3, -0.2], [0.2, 0.1, -0.2], [0.6, 0.2, 0.3], [-0.2, -1.6, -1.1], [-2.6, 0.4, 1.1], [0.2, 0.5, 0.0], [0.2, 0.0, -0.8], [0.3, -0.1, 0.1], [-0.2, 0.3, 0.5], [-0.3, 0.0, 0.2], [-0.3, -0.2, -0.2], [0.4, 0.1, 0.2], [0.0, -0.3, 0.1], [-0.1, 0.3, -0.1], [0.2, -0.2, -0.3]]}



Entry 4:
{"formula": "C4H3NOS2", "method": "the ωB97M-V functional and the def2-TZVPD basis", "smiles": "C#CC(=S)C(=O)NS", "lumo_ev": -1.580, "e_tot_ev": -29399.44281, "gap_ev": 7.810, "species": ["C", "C", "C", "C", "H", "H", "H", "N", "O", "S", "S"], "xyz": [[0.892, -0.039, 0.671], [0.290, 0.994, -0.010], [-0.113, 0.714, -1.362], [-0.669, 0.551, -2.417], [-1.290, -1.900, 0.351], [0.988, -1.450, 2.123], [-0.998, 0.840, -3.484], [0.172, -0.675, 1.865], [2.061, -0.354, 0.130], [-1.537, -1.221, 1.551], [0.205, 2.540, 0.583]], "forces_ev_per_angstrom": [[4.9, -5.1, 1.1], [-2.2, 4.4, -2.2], [-0.5, 0.1, 0.7], [-0.3, 1.4, -2.7], [-0.3, 0.5, 1.1], [-3.3, 1.9, -0.5], [0.5, -1.2, 2.4], [4.2, -1.3, -2.5], [-5.7, 0.8, 3.9], [2.5, 0.0, -0.9], [0.0, -1.5, -0.3]]}



Entry 5:
{"formula": "C22H25ClFeN6O6S", "method": "the ωB97M-V functional and the def2-TZVPD basis", "multiplicity": 5, "lumo_ev": [-0.353, -0.430], "e_tot_ev": -102184.61259, "gap_ev": [7.968, 7.994], "s_squared": 6.01, "species": ["Fe", "C", "C", "C", "C", "C", "C", "C", "S", "O", "O", "N", "C", "C", "C", "C", "C", "C", "C", "C", "N", "C", "H", "H", "H", "H", "H", "H", "H", "H", "H", "H", "H", "H", "H", "O", "Cl", "O", "O", "O", "C", "N", "C", "N", "C", "N", "C", "N", "C", "C", "H", "H", "H", "H", "H", "H", "H", "H", "H", "H", "H", "H"], "xyz": [[0.140, 0.233, 0.268], [-2.408, 5.605, 5.126], [-1.593, 4.442, 4.633], [-2.075, 3.137, 4.720], [-1.332, 2.069, 4.246], [-0.092, 2.301, 3.667], [0.411, 3.590, 3.577], [-0.341, 4.650, 4.061], [0.864, 0.957, 3.011], [1.537, 0.314, 4.100], [1.617, 1.531, 1.906], [-0.164, 0.001, 2.244], [-0.853, -1.101, 2.720], [-0.996, -1.526, 4.018], [-1.765, -2.674, 4.312], [-2.379, -3.402, 3.336], [-2.230, -3.013, 1.982], [-2.782, -3.733, 0.899], [-2.554, -3.319, -0.382], [-1.775, -2.167, -0.594], [-1.270, -1.462, 0.390], [-1.474, -1.867, 1.676], [-3.278, 5.270, 5.690], [-2.765, 6.211, 4.291], [-1.813, 6.254, 5.769], [-3.049, 2.957, 5.160], [-1.731, 1.065, 4.310], [1.375, 3.757, 3.115], [0.052, 5.657, 3.985], [-0.497, -1.004, 4.822], [-1.859, -2.977, 5.346], [-2.962, -4.282, 3.575], [-3.371, -4.620, 1.100], [-2.947, -3.860, -1.231], [-1.553, -1.834, -1.602], [2.924, -0.463, -2.538], [1.647, -0.284, -1.966], [1.444, 1.098, -1.507], [0.587, -0.645, -2.865], [1.511, -1.076, -0.726], [-0.453, 3.199, -0.069], [-1.342, 4.318, -0.328], [-2.486, 4.223, 0.580], [-3.230, 2.975, 0.393], [-2.330, 1.867, 0.648], [-1.144, 1.889, -0.261], [-1.656, 1.851, -1.660], [-2.551, 2.961, -1.936], [-1.828, 4.216, -1.706], [-3.675, 2.904, -1.001], [-0.091, 3.246, 0.957], [0.401, 3.227, -0.746], [-3.156, 5.066, 0.397], [-2.127, 4.272, 1.611], [-2.853, 0.919, 0.497], [-1.977, 1.913, 1.677], [-2.192, 0.908, -1.797], [-0.799, 1.875, -2.333], [-2.497, 5.053, -1.913], [-0.978, 4.269, -2.388], [-4.220, 1.970, -1.154], [-4.349, 3.738, -1.202]], "forces_ev_per_angstrom": [[0.3, 0.0, 0.1], [0.0, 0.0, 0.0], [0.0, -0.1, 0.0], [0.0, 0.1, 0.0], [0.0, 0.0, 0.0], [0.0, -0.1, 0.0], [0.0, 0.1, 0.0], [0.1, 0.0, 0.0], [-0.3, -0.2, -0.1], [0.1, 0.0, 0.0], [0.1, 0.0, 0.1], [0.0, 0.1, 0.2], [0.0, 0.0, -0.2], [0.0, -0.1, 0.0], [0.0, 0.0, 0.0], [0.0, 0.0, 0.0], [0.0, 0.0, 0.0], [0.0, 0.0, 0.0], [0.0, 0.0, 0.0], [-0.1, -0.1, -0.1], [0.1, 0.2, 0.0], [0.0, -0.1, 0.1], [0.0, 0.0, 0.0], [0.0, 0.0, 0.0], [0.0, 0.0, 0.0], [0.0, 0.0, 0.0], [0.0, 0.0, 0.0], [0.0, 0.0, 0.0], [0.0, 0.0, 0.0], [0.0, 0.0, 0.0], [0.0, 0.0, 0.0], [0.0, 0.0, 0.0], [0.0, 0.0, 0.0], [0.0, 0.0, 0.0], [0.0, 0.0, 0.0], [0.0, 0.0, 0.0], [0.0, 0.1, -0.3], [-0.2, -0.1, 0.0], [0.2, 0.1, 0.1], [-0.2, -0.1, 0.0], [0.0, 0.0, 0.0], [0.0, 0.0, -0.1], [0.0, 0.0, 0.0], [-0.1, 0.0, 0.0], [0.0, 0.0, -0.1], [-0.1, 0.0, 0.1], [0.0, 0.0, 0.0], [0.0, 0.0, 0.0], [0.0, 0.0, 0.0], [0.0, 0.0, 0.0], [0.0, 0.0, 0.0], [0.0, 0.0, 0.0], [0.0, 0.0, 0.0], [0.0, 0.0, 0.0], [0.0, 0.0, 0.0], [0.0, 0.0, 0.0], [0.0, 0.0, 0.0], [0.0, 0.0, 0.0], [0.0, 0.0, 0.0], [0.0, 0.0, 0.0], [0.0, 0.0, 0.0], [0.0, 0.0, 0.0]]}



Entry 6:
{"formula": "C3H6NOP", "method": "the ωB97M-V functional and the def2-TZVPD basis", "lumo_ev": [0.459, 0.461], "e_tot_ev": -16030.28579, "gap_ev": [7.042, 7.046], "species": ["C", "C", "C", "N", "O", "P", "H", "H", "H", "H", "H", "H"], "xyz": [[-0.302, 1.770, -1.685], [1.298, -0.707, 0.443], [0.121, -0.132, 1.126], [0.673, 1.341, -1.261], [-1.014, -0.517, 0.974], [-1.632, -1.642, -0.050], [1.624, 0.011, -0.329], [2.144, -0.921, 1.094], [0.925, -1.534, -0.148], [0.060, 0.750, 1.848], [-1.125, 2.418, -2.044], [-2.772, -0.837, 0.030]], "forces_ev_per_angstrom": [[-0.6, 1.3, -0.2], [0.0, 0.4, -0.3], [2.8, 2.7, 2.5], [-0.7, 0.7, -0.8], [-1.7, 0.3, 0.1], [-1.2, -1.5, -1.5], [0.1, -0.4, 0.8], [-0.2, -0.3, 0.1], [0.3, -0.6, 0.2], [1.2, -1.0, -0.9], [0.8, -1.2, 0.3], [-0.9, -0.4, -0.2]]}



Computed energy relative to the best compared isomer or geometry (same formula, charge and spin) (kcal per mole) in order:
44.1 56.7 14.8 112.7 0.0 90.4